{
  "formula": "C2H4N2O2",
  "method": "ωB97M-V with the def2-TZVPD basis set",
  "symbols": ["C", "C", "H", "H", "H", "H", "N", "N", "O", "O"],
  "positions_angstrom": [[-0.55908, -0.91080, 0.76288], [1.48382, 0.09680, -0.17770], [-1.15301, 1.58834, -0.13651], [-1.42712, 0.47631, -1.29399], [-1.66241, -0.67750, 0.85299], [1.70119, 0.91831, -0.85281], [-0.67988, 0.95809, -0.79226], [0.06822, 0.01423, -0.05535], [-0.02782, -1.82002, 1.34489], [2.25609, -0.64375, 0.34787]],
  "smiles": "NN(C=O)C=O",
  "homo_ev": -9.93,
  "de_lowest_kj_mol": 220.9,
  "total_energy_ev": -9212.9339
}